(1)
{"formula": "C5H14NSi", "method": "the ωB97M-V functional and the def2-TZVPD basis", "lumo_energy_ev": -4.01, "total_charge": 1, "mol_weight_g_mol": 116.3, "e_above_lowest_ev": 4.239, "e_tot_ha": -542.7922, "orbital_gap_ev": 9.650, "multiplicity": 1, "max_force_ev_per_a": 5.380, "elements": ["C", "C", "C", "C", "C", "N", "Si", "H", "H", "H", "H", "H", "H", "H", "H", "H", "H", "H", "H", "H", "H"], "coordinates": [[-0.76054, -1.91702, -1.20182], [1.34951, -1.23065, -0.52542], [-1.29230, 0.24808, -0.09923], [0.75084, 0.76643, 2.20784], [1.01929, 2.03438, -0.71434], [-1.57459, -1.25506, -0.18144], [0.59222, 0.42555, 0.21935], [-0.73949, -1.31179, -2.08724], [-0.77876, -2.97746, -1.10621], [1.86595, -1.87819, 0.27756], [1.82134, -1.20481, -1.49995], [-1.42956, 0.74050, -1.04670], [-1.80179, 0.72371, 0.66251], [0.23317, -0.01330, 2.71423], [1.71732, 0.80205, 2.47621], [0.18488, 1.62383, 2.31074], [0.43842, 1.95649, -1.61486], [0.55306, 2.81457, -0.19414], [1.91946, 2.46245, -0.98951], [-2.56760, -1.19361, -0.46456], [-1.50083, -1.61616, 0.85698]]}

(2)
{"formula": "C5H14O", "method": "the ωB97M-V functional and the def2-TZVPD basis", "lumo_energy_ev": 0.92, "total_charge": 0, "mol_weight_g_mol": 90.2, "e_above_lowest_ev": 2.033, "e_tot_ha": -274.0673, "orbital_gap_ev": 10.816, "multiplicity": 1, "max_force_ev_per_a": 5.590, "smiles": "CC(C)O.CC", "elements": ["C", "C", "C", "O", "H", "H", "H", "H", "H", "H", "H", "H", "C", "C", "H", "H", "H", "H", "H", "H"], "coordinates": [[-0.43914, 1.32662, -2.26554], [0.63742, 1.01853, -1.23442], [1.51941, -0.23287, -1.41154], [1.67797, 1.98700, -1.19398], [-0.90108, 0.46213, -2.74540], [-0.02796, 1.80989, -3.08704], [-1.11586, 2.12319, -1.90426], [0.06212, 1.15494, -0.28365], [1.39793, -0.63917, -2.49626], [2.48938, -0.03754, -1.12882], [1.15195, -1.00351, -0.78669], [2.32826, 1.96949, -0.55830], [-0.71578, -1.29349, 1.74158], [-1.41848, -1.15011, 3.07296], [-0.61482, -2.31773, 1.56695], [-1.42066, -0.98508, 0.87341], [0.18240, -0.68666, 1.63861], [-1.61439, -2.10765, 3.49239], [-0.75524, -0.62904, 3.75820], [-2.42343, -0.76894, 2.95180]]}

(3)
{"formula": "C5H14O", "method": "the ωB97M-V functional and the def2-TZVPD basis", "lumo_energy_ev": [-2.73, -9.86], "total_charge": 1, "mol_weight_g_mol": 90.2, "e_above_lowest_ev": 0.943, "e_tot_ha": -273.7229, "orbital_gap_ev": [12.869, 5.725], "multiplicity": 2, "max_force_ev_per_a": 3.548, "elements": ["C", "C", "C", "C", "C", "H", "H", "H", "H", "H", "H", "H", "H", "H", "H", "H", "H", "H", "H", "O"], "coordinates": [[1.72631, 0.16617, 0.87475], [0.77429, -1.06887, 0.96739], [-0.77651, -0.86616, 0.59022], [-0.95943, -1.20375, -0.83317], [-1.16413, 0.62222, 0.78103], [1.75601, 0.65583, -0.10113], [1.52088, 0.85581, 1.67627], [2.61361, -0.38498, 1.22447], [1.19625, -1.91914, 0.46580], [0.68353, -1.24008, 2.04256], [-1.38617, -1.58665, 1.12351], [-1.71677, -0.97167, -1.59875], [-1.07269, -2.32144, -0.97107], [-0.09483, -0.86924, -1.43054], [-1.03779, 0.79851, 1.87849], [-2.19449, 0.73884, 0.44226], [-0.66359, 1.29256, 0.08194], [-0.41580, 2.36139, -1.61280], [0.64813, 2.02933, -2.72450], [0.34095, 1.80173, -1.84022]]}

(4)
{"formula": "C5H14O2", "method": "the ωB97M-V functional and the def2-TZVPD basis", "lumo_energy_ev": [2.86, 2.79], "total_charge": -1, "mol_weight_g_mol": 106.2, "e_above_lowest_ev": 1.097, "e_tot_ha": -349.2937, "orbital_gap_ev": [1.823, 8.459], "multiplicity": 2, "max_force_ev_per_a": 1.449, "elements": ["C", "C", "C", "C", "C", "H", "H", "H", "H", "H", "H", "H", "H", "H", "H", "H", "H", "O", "H", "H", "O"], "coordinates": [[-2.55130, 0.52506, -0.37842], [-2.00451, -0.90882, -0.35297], [-0.49554, -0.79460, -0.04033], [-0.10903, -1.06238, 1.21643], [0.33487, -0.69010, -1.28772], [-3.63207, 0.61587, -0.55540], [-2.05396, 1.08204, -1.23382], [-2.44212, 1.04973, 0.55642], [-2.12942, -1.29306, -1.37432], [-2.44875, -1.58497, 0.39386], [0.86759, -0.99886, 1.68070], [-0.85650, -1.59294, 1.81382], [-0.24747, -0.36008, -2.16732], [0.86863, -1.63667, -1.48844], [1.02868, 0.12595, -1.22765], [3.59853, -3.80364, -1.24326], [3.66023, -3.08855, -2.64780], [3.87182, -3.89903, -2.16502], [0.94776, 6.07374, 2.49378], [-0.58551, 6.29258, 2.55982], [0.17549, 5.98256, 3.05614]]}